{
  "formula": "C7H10LuO2",
  "method": "ωB97M-V/def2-TZVPD",
  "species": ["C", "C", "C", "C", "C", "C", "O", "C", "O", "H", "H", "H", "H", "H", "H", "H", "H", "H", "H", "Lu"],
  "xyz": [[1.891415, -2.617064, 0.953283], [2.033607, -1.390291, 0.252213], [1.977530, -0.141711, -0.820538], [1.206754, 1.196646, -0.267350], [0.175497, 0.938914, 0.980495], [-1.077416, -0.070153, 0.640584], [-2.371982, 0.621788, 0.420459], [-3.017574, -0.208060, -0.649997], [-2.823629, 0.161082, -1.946270], [1.544062, -3.472875, 1.709521], [1.563317, -0.446669, -1.889214], [3.112511, 0.180409, -0.998767], [0.691954, 1.738815, -1.196145], [2.035554, 1.960530, 0.113935], [0.731847, 0.592582, 1.977550], [-0.294431, 1.998879, 1.253367], [-1.178704, -0.792335, 1.584717], [-0.845095, -0.757915, -0.304422], [-3.627609, -1.184964, -0.370811], [-1.727609, 1.692391, -1.442609]],
  "forces_ev_per_angstrom": [[-0.15, 8.71, -4.24], [-2.22, -7.41, 3.61], [1.45, -0.94, 0.15], [0.91, -0.79, 1.66], [-0.55, 1.56, -0.26], [3.76, -3.10, 1.80], [-2.25, -0.83, -4.28], [-0.30, -0.47, -1.77], [-1.92, -2.85, 5.48], [1.34, 2.14, -1.98], [0.80, 0.20, 2.35], [-2.50, -0.73, 0.28], [0.34, -0.43, 0.77], [-2.03, -1.27, -0.95], [-1.18, 0.50, -2.38], [0.76, -1.92, -0.24], [-0.15, 1.44, -2.21], [-0.24, 1.13, 1.72], [1.03, 1.80, -0.34], [3.09, 3.26, 0.84]],
  "energy_ev": -45093.1768,
  "homo_ev": -18.79,
  "charge": 3
}

=====

{
  "formula": "C5H8N2O",
  "method": "ωB97M-V/def2-TZVPD",
  "species": ["C", "C", "C", "C", "C", "H", "H", "H", "H", "H", "H", "H", "H", "N", "N", "O"],
  "xyz": [[1.287098, -0.878519, -1.852329], [0.271731, 0.371260, -0.008882], [-0.357818, 1.019678, 1.955132], [-1.346646, 0.245392, 1.452448], [-0.732677, -0.408474, 0.220639], [1.626938, -1.601312, -1.135854], [2.293876, -0.713585, -2.446073], [0.311707, -1.284994, -2.529942], [1.598201, 1.668766, 0.897154], [-0.206338, 1.888896, 2.522793], [-2.378838, 0.014767, 1.948483], [-1.600616, -2.243443, -0.384438], [-1.639728, -1.227840, -2.010399], [0.534443, 1.224015, 0.920718], [-1.036015, -1.369039, -0.790683], [1.096958, 0.302235, -1.046752]],
  "forces_ev_per_angstrom": [[0.46, -0.42, -1.76], [3.25, -1.20, -3.53], [0.08, 1.95, -1.04], [-1.90, -2.89, 0.49], [-5.23, -0.48, 0.62], [-0.50, -1.15, 0.10], [-2.37, 0.24, 0.64], [3.37, 1.50, 1.93], [-4.05, -1.50, 0.57], [-1.10, 0.39, 2.16], [2.32, 0.37, -1.01], [1.57, 2.75, -1.17], [1.74, 0.45, 5.04], [5.59, 2.70, 0.80], [-4.34, -3.55, -1.70], [1.12, 0.84, -2.14]],
  "de_lowest_kj_mol": 575.1,
  "energy_ev": -10336.7661,
  "homo_ev": -7.55,
  "charge": 0
}

=====

{
  "formula": "C2H10N2",
  "method": "ωB97M-V/def2-TZVPD",
  "species": ["C", "N", "C", "H", "H", "H", "H", "H", "H", "H", "N", "H", "H", "H"],
  "xyz": [[0.014174, -1.639404, -1.350168], [-1.298556, -1.018891, -1.252035], [-1.469521, 0.267398, -0.635322], [-0.063585, -2.697107, -1.142642], [0.496078, -1.351119, -2.287995], [0.606066, -1.258610, -0.510784], [-1.980089, -1.189303, -1.969570], [-2.237970, 0.384577, 0.138762], [-1.418813, 1.179587, -1.255410], [-0.548314, 0.332551, -0.035694], [2.046706, 1.922592, 2.332358], [1.580650, 2.414460, 3.080825], [1.432163, 1.162030, 2.088492], [2.841011, 1.491240, 2.799184]],
  "forces_ev_per_angstrom": [[-0.70, 1.18, 0.38], [-1.31, -0.03, 0.33], [2.09, 0.43, 1.07], [0.09, -0.44, -0.59], [0.38, -0.55, 0.02], [0.07, 0.10, -0.25], [0.33, -0.38, -0.28], [-0.43, -0.39, -0.55], [-0.35, -0.39, -0.25], [-0.16, 0.48, 0.11], [0.37, -0.04, 0.33], [-0.24, 0.27, 0.06], [-0.19, -0.22, -0.16], [0.06, -0.01, -0.23]],
  "de_lowest_kj_mol": 81.9,
  "energy_ev": -5215.5029,
  "homo_ev": -8.31,
  "smiles": "CNC.N",
  "charge": 0
}